# 1
A molecular structure, C36H16F17OSi at a distorted geometry, computed with ωB97M-V/def2-TZVPD.

```
71
C36H16F17OSi (ωB97M-V/def2-TZVPD)
F -3.7093 1.7602 -1.6604
C -3.0021 0.9967 -0.8041
C -3.2824 1.0264 0.5607
F -4.2800 1.8073 1.0249
C -2.5268 0.2554 1.4375
F -2.8522 0.2852 2.7542
C -1.4631 -0.5436 1.0095
Si -0.3370 -1.5389 2.1059
C -0.3331 -1.2788 3.9497
C -0.1912 -2.2953 4.8990
F -0.2882 -3.5981 4.5178
C 0.0311 -2.0391 6.2512
F 0.1565 -3.0552 7.1286
C 0.1068 -0.7214 6.7000
F 0.3559 -0.4530 7.9952
C -0.0343 0.3237 5.7834
F 0.0804 1.6078 6.1932
C -0.2402 0.0234 4.4435
F -0.2709 1.0653 3.5533
C -0.4427 -3.3615 1.6930
C -1.7021 -3.9453 1.5553
F -2.8068 -3.1655 1.7254
C -1.8900 -5.3012 1.3134
F -3.1296 -5.8203 1.2166
C -0.7705 -6.1279 1.1991
F -0.9249 -7.4489 1.0069
C 0.5097 -5.5820 1.3013
F 1.5920 -6.3761 1.1883
C 0.6503 -4.2191 1.5515
F 1.9076 -3.7338 1.7207
O 1.2212 -1.0036 1.7793
C 2.0071 -0.2851 0.9957
C 2.0736 1.0791 0.8688
C 3.3294 1.4387 0.1779
C 4.1199 0.1076 0.0018
C 3.1427 -1.0211 0.3164
C -1.2398 -0.5684 -0.3668
F -0.2268 -1.3473 -0.8483
C -1.9747 0.1819 -1.2764
F -1.6941 0.1324 -2.5937
H 1.2205 1.7919 1.2063
H 3.1119 1.8502 -0.8212
H 3.9552 2.1828 0.6988
H 4.5480 0.0216 -1.0004
H 4.9417 0.0798 0.7211
H 3.5406 -1.8134 0.9663
H 2.7629 -1.5058 -0.6028
F -2.2101 6.3610 2.3270
C -1.6298 5.4503 1.4724
C -2.1078 5.3793 0.1685
C -1.5501 4.4010 -0.6614
C -0.4626 3.6391 -0.2340
C 0.0948 3.8032 1.0496
C 1.4074 3.1201 1.3445
C 2.0472 3.5366 2.6366
C 2.3296 2.6008 3.6376
C 2.9470 2.9948 4.8274
C 3.3771 4.3110 5.0098
C 3.0705 5.2278 4.0071
F 3.5084 6.5229 4.1427
C 2.3984 4.8821 2.8373
C -0.5636 4.6786 1.9383
H -2.8914 6.0490 -0.1756
H -1.9398 4.2678 -1.6723
H 0.0180 2.9541 -0.9373
H 2.0960 3.4426 0.5471
H 2.0835 1.5489 3.4806
H 3.1297 2.2508 5.6056
H 3.9350 4.6193 5.8922
H 2.1951 5.6331 2.0732
H -0.2080 4.8324 2.9568
```

Computed properties:
charge	+1
HOMO energy	-12.214	eV
DFT total energy	-93702.9103	eV
ΔE to the lowest compared entry with this formula, charge and spin	0.321	eV
LUMO	-5.456	eV
frontier orbital gap	0.248	Eh

# 2
A molecular structure, C36H22BiBr4F9N3O5PSe, computed with ωB97M-V/def2-TZVPD.

```
82
C36H22BiBr4F9N3O5PSe (ωB97M-V/def2-TZVPD)
Bi 0.1377 0.1219 0.3420
C 2.1971 0.6736 4.5112
C 1.6260 0.0806 3.2401
C 1.2277 -1.3768 3.4337
O 0.4092 0.7741 2.8678
C 2.6711 0.1400 2.0958
O 3.8162 -0.1644 2.3374
O 2.2249 0.4905 0.9162
H 1.5255 0.4841 5.3496
H 2.3318 1.7539 4.4077
H 3.1712 0.2333 4.7096
H 0.5884 -1.4769 4.3120
H 2.1295 -1.9712 3.5768
H 0.6805 -1.7737 2.5720
H 0.5978 1.7217 2.8163
Br -0.3083 6.0538 -3.4376
C -0.0514 4.2567 -2.9330
C 0.2318 3.2838 -3.8877
Br 0.3339 3.7256 -5.7152
C 0.4305 1.9598 -3.4839
Br 0.7902 0.5674 -4.7071
C 0.3504 1.6028 -2.1478
O 0.5120 0.3361 -1.7381
C 0.0487 2.5829 -1.1834
O -0.0690 2.2056 0.1011
C -0.1483 3.8954 -1.5841
Br -0.5831 5.1323 -0.2308
Se -3.8603 -2.4273 2.0195
N -5.2183 -1.5868 1.2578
C -4.6848 -0.6161 0.5481
C -5.4111 0.3490 -0.2262
C -4.6952 1.2967 -0.8624
C -3.2588 1.3120 -0.7714
N -2.5477 0.4513 -0.1135
C -3.2425 -0.5201 0.5785
N -2.6076 -1.3960 1.3199
H -6.4907 0.3016 -0.2772
H -5.1806 2.0544 -1.4620
H -2.6998 2.0868 -1.2910
F 0.5966 -9.4231 1.9794
C 0.0524 -9.1548 0.7864
F -1.2042 -9.6329 0.8042
F 0.7234 -9.8667 -0.1314
C 0.0708 -7.6865 0.4689
C 0.4568 -6.7622 1.4204
C 0.4151 -5.4072 1.1103
C 0.0040 -4.9786 -0.1464
C -0.3698 -5.9264 -1.1005
C -0.3407 -7.2739 -0.7947
P -0.0061 -3.1742 -0.4605
C 1.4938 -2.9738 -1.4883
C 2.6055 -2.4237 -0.8543
C 3.7913 -2.2281 -1.5459
C 3.8623 -2.5846 -2.8820
C 2.7684 -3.1455 -3.5262
C 1.5886 -3.3424 -2.8286
C 5.1596 -2.3870 -3.6164
F 5.6769 -1.1722 -3.3924
F 5.0140 -2.5260 -4.9415
F 6.0835 -3.2820 -3.2249
C -1.4001 -2.9358 -1.6143
C -2.6400 -3.5002 -1.2970
C -3.7920 -3.0938 -1.9505
C -3.7132 -2.1174 -2.9375
C -2.4866 -1.5840 -3.2974
C -1.3344 -1.9890 -2.6373
C -4.9567 -1.6412 -3.6335
F -6.0601 -1.8743 -2.9032
F -4.9147 -0.3211 -3.8799
F -5.1362 -2.2467 -4.8165
H 0.7834 -7.0917 2.3964
H 0.7066 -4.6774 1.8578
H -0.6897 -5.6097 -2.0866
H -0.6341 -8.0096 -1.5336
H 2.5577 -2.1279 0.1899
H 4.6417 -1.7818 -1.0471
H 2.8370 -3.4170 -4.5707
H 0.7364 -3.7755 -3.3391
H -2.7065 -4.2668 -0.5320
H -4.7494 -3.5227 -1.6846
H -2.4195 -0.8400 -4.0824
H -0.3899 -1.5364 -2.9097
```

Computed properties:
HOMO energy	-8.154	eV
DFT total energy	-437502.2900	eV
ΔE to the lowest compared entry with this formula, charge and spin	0.000	eV
LUMO	-1.959	eV
frontier orbital gap	0.228	Eh

# 3
A molecular structure, C36H22CoF9NO6P at a distorted geometry, computed with ωB97M-V/def2-TZVPD.

```
76
C36H22CoF9NO6P (ωB97M-V/def2-TZVPD)
Co -0.8005 2.0225 0.6094
O 1.6390 4.5925 -1.3378
C 1.0779 3.8313 -0.5804
O 0.0106 3.9749 0.0761
C 1.7319 2.4441 -0.3092
C 2.9856 2.0652 -0.7406
C 3.4285 0.7686 -0.3957
C 2.6812 -0.0267 0.4081
C 1.3876 0.4286 0.9588
N 0.9511 1.6735 0.4218
C 0.0101 0.9129 3.1462
O -0.2613 0.4330 4.2138
O -0.6605 1.7311 2.4571
H 3.5826 2.7397 -1.3307
H 4.3792 0.4188 -0.7702
H 3.0501 -0.9814 0.7507
C -1.5701 2.8539 -3.4222
C -1.9056 2.3997 -2.0340
O -0.9413 2.0940 -1.2994
C -3.2672 2.3215 -1.5801
C -4.3643 2.3530 -2.4585
C -5.6528 2.2495 -1.9961
C -5.8939 2.1280 -0.6216
C -4.8535 2.1121 0.2687
C -3.5060 2.2197 -0.1672
O -2.5691 2.2617 0.7126
H -0.4947 2.7832 -3.5710
H -1.8651 3.8969 -3.5299
H -2.0850 2.2669 -4.1769
H -4.1847 2.4436 -3.5182
H -6.4818 2.2729 -2.6861
H -6.9112 2.0563 -0.2622
H -5.0236 2.0334 1.3315
F -2.6260 -6.6192 2.0083
C -1.4175 -6.4282 1.4687
F -1.4434 -7.0208 0.2590
F -0.5489 -7.1326 2.2109
C -1.0358 -4.9750 1.3660
C -1.9161 -3.9832 1.7731
C -1.5636 -2.6576 1.6024
C -0.3484 -2.3191 1.0092
C 0.5466 -3.3209 0.6425
C 0.2056 -4.6477 0.8289
P -0.2551 -0.5465 0.5345
C -0.0705 -0.7849 -1.2730
C -1.2467 -0.6304 -2.0055
C -1.2087 -0.5348 -3.3811
C 0.0169 -0.5914 -4.0331
C 1.1754 -0.8775 -3.3250
C 1.1221 -1.0033 -1.9497
C 0.1063 -0.2595 -5.4965
F -1.0300 -0.5104 -6.1616
F 0.3556 1.0558 -5.6720
F 1.0855 -0.9160 -6.1279
C 1.4790 0.5299 2.5286
C 1.9562 -0.7527 3.0832
C 3.1083 -0.8522 3.7919
C 3.8912 0.2864 4.0555
C 3.4548 1.5538 3.6320
C 2.3217 1.6909 2.8985
C 5.2229 0.1794 4.7180
F 6.2049 0.6834 3.9310
F 5.3138 0.8569 5.8779
F 5.5711 -1.0866 4.9912
H -2.8711 -4.2484 2.1991
H -2.2384 -1.8733 1.9164
H 1.5029 -3.0710 0.2104
H 0.8857 -5.4348 0.5394
H -2.1908 -0.5497 -1.4828
H -2.1176 -0.3949 -3.9456
H 2.1145 -0.9906 -3.8436
H 2.0221 -1.2415 -1.4079
H 1.3524 -1.6269 2.8847
H 3.4526 -1.8154 4.1373
H 4.0486 2.4225 3.8719
H 1.9881 2.6647 2.5684
```

Computed properties:
HOMO energy (spin up / spin down)	-7.780 / -8.895	eV
spin multiplicity	5
DFT total energy	-122836.5356	eV
ΔE to the lowest compared entry with this formula, charge and spin	4.928	eV
LUMO (spin up / spin down)	-1.621 / -2.789	eV
frontier orbital gap (spin up / spin down)	0.226 / 0.224	Eh
⟨S²⟩	6.0970